Density functional theory data (the ωB97M-V functional and the def2-TZVPD basis) for a 2-piece molecular cluster, C24H43O6S overall in a non-equilibrium geometry.

Each atom is followed by the atoms it is bonded to, with distances in Å.
Atoms and positions in Å:
1 C -1.87062 8.81998 5.68003  C2 1.524, H26 1.094, H27 1.096, H28 1.096
2 C -1.43721 7.46097 5.14484  C1 1.524, C3 1.524, H29 1.097, H30 1.098
3 C 0.07895 7.32128 5.08590  C2 1.524, C4 1.522, H31 1.100, H32 1.099
4 C 0.48209 5.97531 4.50150  C3 1.522, C5 1.523, H33 1.101, H34 1.099
5 C 1.98949 5.79053 4.38191  C4 1.523, C6 1.534, H35 1.100, H36 1.098
6 C 2.39905 4.44169 3.77604  C5 1.534, C7 1.522, H37 1.097, H38 1.099
7 C 1.85957 4.21095 2.37126  C6 1.522, C8 1.523, H39 1.099, H40 1.100
8 C 2.25385 2.86842 1.77046  C7 1.523, C9 1.524, H41 1.100, H42 1.101
9 C 1.64455 2.69551 0.38452  C8 1.524, C10 1.519, H43 1.101, H44 1.101
10 C 1.97307 1.35156 -0.24297  C9 1.519, C11 1.517, H45 1.100, H46 1.100
11 C 1.35952 1.24163 -1.62550  C10 1.517, C12 1.520, H47 1.098, H48 1.098
12 C 1.70507 -0.11783 -2.21166  C11 1.520, S13 1.799, H49 1.100, H50 1.101
13 S 0.99385 -0.34035 -3.84884  C12 1.799, C14 1.810
14 C 1.54051 -2.05204 -4.06670  S13 1.810, C15 1.511, H51 1.099, H52 1.105
15 C 0.44894 -3.09568 -4.10165  C14 1.511, C16 1.576, C22 1.529, H53 1.094
16 C -0.42080 -3.11537 -2.78693  C15 1.576, C17 1.464, H54 1.106, H55 1.108
17 C -1.70173 -3.82218 -2.72206  C16 1.464, C18 1.451, H56 1.124
18 C -2.47455 -3.80069 -3.94950  C17 1.451, O19 1.250, O20 1.348
19 O -2.23122 -3.11434 -4.96504  C18 1.250
20 O -3.52686 -4.64323 -3.93578  C18 1.348, C21 1.419
21 C -4.23364 -4.61975 -5.16596  O20 1.419, H57 1.088, H58 1.097, H59 1.100
22 C 1.06232 -4.47710 -4.33004  C15 1.529, O23 1.218, O24 1.346
23 O 0.40941 -5.45741 -4.63869  C22 1.218
24 O 2.39979 -4.50954 -4.17836  C22 1.346, C25 1.428
25 C 3.00528 -5.78883 -4.36897  O24 1.428, H60 1.090, H61 1.094, H62 1.093
26 H -2.96241 8.87552 5.70606  C1 1.094
27 H -1.49309 8.98530 6.69585  C1 1.096
28 H -1.49686 9.62922 5.04190  C1 1.096
29 H -1.84670 6.66320 5.77753  C2 1.097
30 H -1.85300 7.30553 4.14086  C2 1.098
31 H 0.50339 8.13706 4.48312  C3 1.100
32 H 0.49369 7.42975 6.09782  C3 1.099
33 H 0.07159 5.17229 5.13249  C4 1.101
34 H 0.01516 5.85540 3.51339  C4 1.099
35 H 2.40639 6.61002 3.77897  C5 1.100
36 H 2.44065 5.86569 5.38014  C5 1.098
37 H 3.49535 4.40182 3.75476  C6 1.097
38 H 2.05832 3.62988 4.43342  C6 1.099
39 H 0.76345 4.28951 2.37635  C7 1.099
40 H 2.22132 5.01184 1.70942  C7 1.100
41 H 3.34854 2.79359 1.69197  C8 1.100
42 H 1.92220 2.04414 2.41984  C8 1.101
43 H 0.55084 2.80636 0.44611  C9 1.101
44 H 2.00079 3.50085 -0.27592  C9 1.101
45 H 3.06254 1.21516 -0.30787  C10 1.100
46 H 1.59626 0.53791 0.39422  C10 1.100
47 H 0.27004 1.35736 -1.55575  C11 1.098
48 H 1.74061 2.04272 -2.27210  C11 1.098
49 H 2.79719 -0.22817 -2.28971  C12 1.100
50 H 1.31212 -0.91158 -1.55788  C12 1.101
51 H 2.02964 -2.00607 -5.05020  C14 1.099
52 H 2.33808 -2.26735 -3.33354  C14 1.105
53 H -0.23053 -2.90747 -4.93877  C15 1.094
54 H 0.21191 -3.55357 -1.99247  C16 1.106
55 H -0.61790 -2.04201 -2.59310  C16 1.108
56 H -1.66432 -4.83760 -2.24084  C17 1.124
57 H -4.95546 -5.42568 -5.05302  C21 1.088
58 H -4.71692 -3.63974 -5.26099  C21 1.097
59 H -3.58755 -4.78823 -6.03992  C21 1.100
60 H 4.07182 -5.63232 -4.20851  C25 1.090
61 H 2.60586 -6.50882 -3.64868  C25 1.094
62 H 2.82053 -6.15138 -5.38372  C25 1.093
63 C -1.62200 -7.00226 2.28564  O64 1.429, H69 1.089, H70 1.094, H71 1.093
64 O -2.00649 -5.69234 1.86191  C63 1.429, C65 1.362
65 C -2.62405 -5.63030 0.65011  O64 1.362, O66 1.221, C67 1.497
66 O -2.89690 -6.61440 -0.01938  C65 1.221
67 C -2.92450 -4.21927 0.24972  C65 1.497, C68 1.358, H72 1.092
68 C -3.19010 -3.99312 -1.06306  C67 1.358, H73 1.094, H74 1.094
69 H -1.02351 -6.84099 3.18046  C63 1.089
70 H -2.49612 -7.61578 2.52517  C63 1.094
71 H -1.02927 -7.49759 1.51205  C63 1.093
72 H -2.83061 -3.49444 1.06165  C67 1.092
73 H -3.34046 -3.00857 -1.51505  C68 1.094
74 H -3.44819 -4.87453 -1.65829  C68 1.094

Output
* spin multiplicity: 2
* DFT total energy: -1789.81851 hartree
* HOMO energy (alpha / beta): -8.2781 / -8.5288 eV
* <S²>: 0.77

Atom charges from the Löwdin analysis, given in e for atoms 1 to 5: number 1, C, carries -0.124; number 2, C, carries -0.288; number 3, C, carries -0.243; number 4, C, carries -0.240; number 5, C, carries -0.224